Below is C46H128N4O46P3S10Zr as an isolated structure at a distorted geometry, with properties calculated with ωB97M-V/def2-TZVPD.

Atoms and positions in Å:
Zr 26.5882 -14.8086 -6.0024
C 23.0862 -17.2809 -9.4283
C 21.9627 -16.2380 -9.7873
C 20.9982 -16.6918 -10.9270
O 20.2769 -15.5644 -11.3607
C 19.3709 -15.7446 -12.4267
N 21.1896 -15.8456 -8.5074
H 20.9746 -16.6873 -7.9921
H 21.6981 -15.2921 -7.8328
H 20.3106 -15.3720 -8.6593
H 23.5732 -17.5862 -10.3544
H 22.7482 -18.2122 -8.9739
H 23.8281 -16.7374 -8.8432
H 22.4514 -15.3626 -10.2150
H 20.3847 -17.5224 -10.5779
H 21.6147 -17.0823 -11.7366
H 18.5321 -16.4080 -12.2156
H 19.8741 -16.1744 -13.2928
H 18.9628 -14.7512 -12.6127
C 24.2978 -19.5338 -6.4392
C 23.4244 -19.2886 -5.2669
C 24.1943 -19.2937 -3.9141
O 23.3085 -19.1208 -2.8767
C 23.9017 -19.4883 -1.6438
N 22.8129 -17.9230 -5.3888
H 22.3871 -17.9041 -6.3044
H 22.0149 -17.7691 -4.7891
H 23.5040 -17.1878 -5.3448
H 25.0520 -18.7710 -6.6325
H 23.7514 -19.6330 -7.3771
H 24.8476 -20.4598 -6.2705
H 22.5528 -19.9377 -5.1824
H 24.8519 -18.4252 -3.8762
H 24.7402 -20.2371 -3.9005
H 23.3319 -19.1424 -0.7814
H 24.9030 -19.1120 -1.4339
H 24.0445 -20.5677 -1.5924
C 29.8399 -14.5526 -2.2272
C 29.5168 -13.0251 -2.1576
C 29.7196 -12.2734 -0.7872
O 29.2203 -10.9850 -0.8465
C 29.1466 -10.4024 0.4240
N 30.3913 -12.2646 -3.1571
H 31.3729 -12.3967 -2.9592
H 30.1607 -12.5962 -4.0828
H 30.0968 -11.2990 -3.1260
H 29.6246 -14.9442 -3.2213
H 29.0317 -15.0646 -1.7049
H 30.8605 -14.8134 -1.9470
H 28.4957 -12.9380 -2.5291
H 30.7859 -12.2846 -0.5617
H 29.2327 -12.9222 -0.0591
H 28.6336 -9.4738 0.1738
H 30.1016 -10.1392 0.8787
H 28.4737 -10.9790 1.0587
C 20.4393 -12.4202 -4.2134
C 20.1582 -13.8491 -3.7980
C 18.8015 -14.0963 -3.2447
O 17.8530 -13.7533 -4.2553
C 16.5518 -13.6828 -3.8458
N 20.3849 -14.7083 -5.0646
H 20.3306 -15.6949 -4.8551
H 19.6530 -14.6535 -5.7585
H 21.2580 -14.6046 -5.5616
H 19.6663 -12.0376 -4.8799
H 21.3852 -12.2371 -4.7233
H 20.3987 -11.6788 -3.4154
H 20.9385 -14.1595 -3.1031
H 18.7040 -13.4645 -2.3619
H 18.6836 -15.1297 -2.9188
H 16.2312 -14.6054 -3.3620
H 15.9432 -13.4776 -4.7264
H 16.4890 -12.8989 -3.0910
P 24.0945 -14.5711 -6.3034
O 25.1765 -14.1646 -7.3252
O 24.8632 -13.8512 -5.2250
O 24.7792 -15.9220 -5.9341
O 22.5679 -14.4793 -6.6190
P 28.8637 -13.6051 -5.8600
O 27.7158 -13.5199 -4.8252
O 28.6383 -15.1262 -5.8826
O 30.2084 -12.9260 -5.7086
O 27.8164 -13.3737 -6.9556
P 19.4559 -17.7604 -6.2601
O 18.3326 -18.8381 -6.1869
O 20.1897 -17.3829 -4.8641
O 18.9648 -16.3963 -6.8255
O 20.5606 -18.2625 -7.2980
O 27.0568 -17.2566 -5.7371
S 28.0173 -18.1579 -5.0816
O 27.9256 -18.3940 -3.6402
O 28.0087 -19.6642 -5.8618
C 28.7714 -20.7182 -5.3240
C 27.7317 -21.5957 -4.6306
C 29.7798 -17.7520 -5.3364
H 29.5260 -20.3930 -4.6077
H 29.1956 -21.1559 -6.2276
H 27.0806 -22.0845 -5.3553
H 27.0181 -21.0267 -4.0348
H 28.1668 -22.3742 -4.0040
H 29.8230 -17.3476 -6.3477
H 30.3981 -18.6468 -5.2645
H 30.0990 -17.0486 -4.5673
O 23.8488 -10.4386 -0.8234
S 23.4156 -11.1345 -2.0681
O 22.8545 -12.4870 -1.9460
O 22.4160 -10.2323 -3.0618
C 22.1952 -8.8907 -2.8305
C 21.3825 -8.3807 -3.9477
C 24.7666 -11.1394 -3.2681
H 23.1122 -8.3125 -2.7162
H 21.5870 -8.8124 -1.9294
H 20.9690 -7.3805 -3.8185
H 20.5485 -9.0419 -4.1828
H 21.9523 -8.3254 -4.8752
H 25.1210 -10.1307 -3.4803
H 24.2686 -11.5858 -4.1287
H 25.5477 -11.7722 -2.8468
O 20.2655 -15.2068 -0.3718
S 20.9179 -16.5373 -0.2380
O 22.3146 -16.5658 0.2203
O 19.9485 -17.5334 0.6534
C 20.4135 -18.8853 0.9857
C 19.8434 -19.4698 2.3009
C 20.6862 -17.4002 -1.8951
H 21.5034 -18.8688 0.9922
H 20.0626 -19.5296 0.1795
H 20.1080 -18.8145 3.1308
H 20.2119 -20.4784 2.4876
H 18.7638 -19.6142 2.2594
H 21.0864 -18.4132 -1.8534
H 21.0771 -16.7368 -2.6666
H 19.6097 -17.4885 -2.0421
O 25.9522 -16.3753 -10.2530
S 27.0053 -15.6504 -9.5309
O 27.0962 -15.7556 -8.0476
O 28.5042 -15.9888 -10.2229
C 29.6971 -15.4388 -9.6084
C 30.9992 -16.0086 -10.0988
C 26.8808 -13.8384 -9.8915
H 29.6606 -15.5646 -8.5263
H 29.7912 -14.3789 -9.8448
H 31.2310 -15.6903 -11.1152
H 31.1915 -17.0659 -9.9165
H 31.7637 -15.4000 -9.6158
H 25.9665 -13.5080 -9.3985
H 26.9031 -13.6430 -10.9636
H 27.7337 -13.2694 -9.5214
O 14.6540 -12.7017 -7.2157
S 15.5558 -13.3015 -8.1515
O 15.2932 -14.6020 -8.8023
O 15.8356 -12.1489 -9.3484
C 16.5709 -12.6868 -10.4773
C 15.6570 -12.4369 -11.6912
C 17.2560 -13.2878 -7.4241
H 16.8779 -13.7282 -10.3811
H 17.4888 -12.1136 -10.6074
H 15.0952 -11.5083 -11.5904
H 14.9974 -13.3045 -11.7034
H 16.2910 -12.4298 -12.5779
H 17.3578 -13.8701 -6.5083
H 17.4613 -12.2464 -7.1759
H 18.0138 -13.6583 -8.1144
O 24.0824 -13.6681 -11.8758
S 24.1889 -14.5307 -13.0172
O 23.5244 -15.8032 -13.0326
O 23.8248 -13.6466 -14.4189
C 24.1210 -12.2906 -14.5652
C 24.6000 -12.0828 -16.0240
C 26.0457 -14.8803 -13.4180
H 24.9155 -11.9864 -13.8838
H 23.2345 -11.6660 -14.4554
H 25.1590 -11.1656 -16.2093
H 23.7659 -12.0231 -16.7232
H 25.2117 -12.9066 -16.3921
H 26.1636 -15.1459 -14.4686
H 26.4731 -15.6938 -12.8319
H 26.6301 -13.9656 -13.3185
O 29.9539 -19.7457 -8.7650
S 29.5880 -20.7771 -9.7416
O 29.1988 -22.1360 -9.2859
O 28.3721 -20.1825 -10.7221
C 27.5371 -19.0970 -10.2488
C 26.6173 -19.7992 -9.2023
C 30.8530 -20.9694 -11.0385
H 27.0270 -18.6337 -11.0933
H 28.1846 -18.3710 -9.7571
H 27.2134 -20.0329 -8.3202
H 26.2016 -20.6962 -9.6613
H 25.8891 -19.0435 -8.9077
H 31.1961 -20.0122 -11.4313
H 30.5243 -21.6959 -11.7815
H 31.6552 -21.4054 -10.4430
O 19.9778 -10.6269 -8.0668
S 20.6546 -11.6270 -8.8836
O 20.0162 -12.9191 -9.0204
O 20.8304 -11.0437 -10.4110
C 21.4456 -11.8766 -11.4168
C 20.6824 -11.6385 -12.7912
C 22.4081 -11.9578 -8.3048
H 21.3366 -12.9337 -11.1746
H 22.5312 -11.7879 -11.4582
H 20.9789 -12.3857 -13.5273
H 20.9446 -10.7223 -13.3203
H 19.6025 -11.7156 -12.6646
H 22.9968 -11.0508 -8.4421
H 22.8707 -12.7766 -8.8557
H 22.2984 -12.2241 -7.2535
O 26.3796 -15.6178 -3.8389
S 25.8874 -15.7340 -2.4522
O 26.1784 -16.9846 -1.7340
O 26.3820 -14.3778 -1.6521
C 26.2250 -14.4213 -0.2021
C 26.3853 -12.9979 0.2367
C 24.0160 -15.4111 -2.3640
H 27.0369 -14.9771 0.2669
H 25.2189 -14.7554 0.0515
H 25.4375 -12.4660 0.3189
H 27.0032 -12.3696 -0.4049
H 26.8371 -12.9242 1.2259
H 23.8693 -14.5687 -3.0400
H 23.7368 -15.2692 -1.3200
H 23.5342 -16.2558 -2.8563
O 26.8206 -8.4607 -6.8878
S 25.5569 -9.2085 -6.7474
O 24.7253 -9.0881 -5.5303
O 24.6895 -9.0317 -8.1515
C 25.4609 -8.9643 -9.4170
C 24.5531 -8.7602 -10.5795
C 25.8882 -11.0364 -6.8761
H 26.1978 -9.7424 -9.6155
H 26.0213 -8.0362 -9.3042
H 24.0519 -7.7972 -10.6780
H 23.7740 -9.5225 -10.5741
H 25.0205 -8.7966 -11.5635
H 24.9644 -11.6127 -6.8254
H 26.5206 -11.4401 -6.0854
H 26.4172 -11.1757 -7.8189

Forces on atoms 1 to 2 (eV/Å):
0.788 -1.204 0.910
-0.801 0.827 -0.760

E_LUMO (eV): 1.05
Molar mass (Da): 1978.33
Charge: -1
HOMO level (eV): -2.764
Multiplicity: 1
Largest force on an atom (hartree/bohr): 0.131